ORCA calculation (ωB97M-V/def2-TZVPD) on 2 unconnected molecules or ions with the total composition C7H8O2S2 in a non-equilibrium geometry.

Last column: Mulliken spin population.
Cartesian coordinates (Å):
1 C -1.53962 0.05479 -0.84221  0.0096
2 C -0.80477 1.02553 -0.84270  0.0017
3 C 3.72858 -0.43596 0.80650  0.1694
4 C 4.87372 -0.26054 0.38842  -0.0969
5 C -2.26562 -1.14756 -0.41859  0.0005
6 C 2.36278 -0.41833 1.42902  0.0030
7 C -0.30464 2.38670 -0.89570  -0.0344
8 O 6.62662 -0.91392 -1.35355  0.3617
9 O 2.31393 2.81801 -0.12951  0.3982
10 S 6.53610 -0.28106 -0.05151  0.5476
11 S 0.97192 2.66855 0.45752  0.6067
12 H -2.78122 -1.53014 -1.19411  0.0002
13 H -2.93320 -0.94912 0.31271  0.0000
14 H -1.69143 -2.02006 0.02805  0.0003
15 H 1.72972 -0.39796 0.49877  0.0076
16 H 2.14734 -1.33640 2.06858  0.0112
17 H 2.15805 0.65408 1.90156  0.0006
18 H 0.13015 2.63898 -1.95428  -0.0015
19 H -1.09840 3.01336 -0.71535  0.0146

Calculated values
- DFT total energy: -1218.1263 Ha
- Molar mass: 188.3 g/mol
- Multiplicity: 3
- LUMO level (alpha / beta): 0.016 / -0.044 Ha
- Orbital gap (alpha / beta): 8.70 / 8.55 eV

=====

ORCA calculation (ωB97M-V/def2-TZVPD) on a molecular structure, C7H8O4 in a non-equilibrium geometry.

Last column: Löwdin charge in e.
Cartesian coordinates (Å):
1 C 2.06013 -0.01009 -0.41813  -0.0782
2 C 0.73771 0.00735 0.09031  -0.3250
3 C -0.16331 -1.11377 -0.17428  -0.0837
4 C -1.67650 -0.80876 -0.34046  -0.2750
5 C -2.15402 0.45063 0.32837  0.0326
6 C -1.27668 1.45848 0.56869  -0.0082
7 C 0.16520 1.53461 0.30220  -0.3359
8 H 2.79639 -1.21347 0.83613  -0.0104
9 H 2.39596 0.01512 -1.23685  0.0033
10 H 2.89171 0.86732 0.18965  0.2246
11 H 0.47365 -1.88381 -0.67574  0.1722
12 H -3.16372 0.48976 0.56735  0.0970
13 H -1.93778 2.08469 1.03203  0.0806
14 H 0.71798 2.17534 1.30280  0.2362
15 H 0.20271 2.05902 -1.87042  0.2708
16 O 2.69623 -1.34403 -0.02326  -0.0220
17 O 0.36866 -0.93539 1.20116  0.0335
18 O -2.43921 -1.70644 -0.69233  0.0855
19 O 0.55780 2.27277 -0.77121  -0.0979

Calculated values
- DFT total energy: -572.2287 Ha
- Molar mass: 156.1 g/mol
- Multiplicity: 1
- LUMO level: -0.010 Ha
- Orbital gap: 9.69 eV

=====

ORCA calculation (ωB97M-V/def2-TZVPD) on 2 unconnected molecules or ions with the total composition C7H8OS in a non-equilibrium geometry.

Last column: Löwdin charge in e.
Cartesian coordinates (Å):
1 C -1.14154 -2.41520 0.55961  0.0439
2 C 1.94507 1.40396 0.44349  -0.1675
3 C -1.85235 -1.64402 -0.01740  -0.2071
4 C 1.77329 0.00526 0.63028  -0.3846
5 C 2.54479 1.89917 -0.63663  0.0464
6 C 1.66239 -1.04152 1.40747  -0.1597
7 C -2.69724 -0.69348 -0.70200  -0.1083
8 O 3.00892 -2.01747 -0.75103  -0.5589
9 S 1.68262 -1.55987 -0.33919  0.9193
10 H -0.56507 -3.12973 1.06353  0.0218
11 H 1.56619 2.04986 1.22800  0.1077
12 H 2.92603 1.24864 -1.40687  0.0697
13 H 2.69665 2.95819 -0.75917  0.0601
14 H 1.70952 -1.38699 2.41654  0.0774
15 H -2.11400 0.15322 -1.06520  0.0789
16 H -3.46186 -0.32973 -0.01544  0.0803
17 H -3.18744 -1.17872 -1.54479  0.0805

Calculated values
- DFT total energy: -744.7644 Ha
- Molar mass: 140.2 g/mol
- Multiplicity: 1
- LUMO level: 0.014 Ha
- Orbital gap: 9.41 eV

=====

ORCA calculation (ωB97M-V/def2-TZVPD) on C7H8S in the gas phase in a non-equilibrium geometry.

Last column: Löwdin charge in e.
Cartesian coordinates (Å):
1 C 1.85570 -1.62696 0.52277  0.0344
2 C 1.71528 -0.52958 -0.43156  -0.2829
3 C 0.74863 -1.60118 -0.15450  -0.0228
4 C -0.85769 -1.01336 -0.22634  -0.1416
5 C 0.93770 0.71017 -0.00538  -0.1562
6 C -0.55190 0.43027 0.06428  -0.2531
7 C -2.23810 -1.26975 -0.16041  -0.5436
8 S -3.52124 -0.16275 0.05245  0.8089
9 H 2.54406 -2.21440 1.08347  0.0893
10 H 2.24494 -0.48881 -1.32641  0.0959
11 H 1.24382 0.86660 1.01986  0.1060
12 H 1.10106 1.53518 -0.80154  0.1402
13 H -1.14728 1.01850 -0.65727  0.1048
14 H -0.81155 0.40820 1.09768  0.1124
15 H -2.59974 -2.33208 -0.32219  0.0749
16 H -2.68938 0.84800 -0.00879  -0.1666

Calculated values
- SMILES string: S/C=C1\CC[C@H]2C=C12
- DFT total energy: -669.4891 Ha
- Molar mass: 124.2 g/mol
- Multiplicity: 1
- LUMO level: 0.027 Ha
- Orbital gap: 9.05 eV

=====

ORCA calculation (ωB97M-V/def2-TZVPD) on a molecular structure, C7H9BCrN3O18S in a non-equilibrium geometry.

Last column: Mulliken spin population.
Cartesian coordinates (Å):
1 Cr -0.71678 -0.14814 -0.89463  3.8880
2 O -1.32995 4.49949 1.12599  0.0017
3 C -0.41912 3.76300 1.56248  0.0050
4 O 0.47707 3.97496 2.53544  0.0012
5 B 1.27002 2.74374 2.77311  0.0001
6 O 0.55503 1.70861 1.98405  0.0137
7 C -0.21858 2.26992 1.05357  0.0160
8 O -0.85027 1.71402 0.15190  -0.0107
9 O 1.40444 2.20531 4.17263  -0.0001
10 C 2.68347 1.77043 4.38305  0.0000
11 O 3.18592 1.35206 5.39158  0.0000
12 C 3.44200 2.22247 3.13043  -0.0002
13 O 2.60245 2.84072 2.30248  -0.0007
14 O 4.65030 2.10540 2.97853  0.0000
15 S 1.55367 -0.84219 -2.12846  0.0056
16 O 0.26772 -1.49089 -2.16837  -0.0185
17 O 1.29261 0.12190 -1.10043  0.0058
18 O 2.69888 -1.69147 -1.83820  -0.0030
19 O 1.95041 -0.19838 -3.39952  -0.0007
20 C -4.06794 -3.31409 -0.97721  0.0018
21 N -2.62012 -3.05974 -1.05012  0.0047
22 O -2.25520 -1.93764 -0.90496  0.0064
23 O -1.90903 -4.03652 -1.29169  0.0112
24 H -4.56653 -2.82502 -0.14036  -0.0004
25 H -4.16184 -4.36694 -0.71116  0.0000
26 H -4.48703 -3.06098 -1.95107  0.0001
27 C -0.84292 0.76250 -4.66577  0.0047
28 N -1.96407 0.61267 -3.68627  0.0214
29 O -3.05024 0.31059 -4.12689  0.0663
30 O -1.69558 0.69240 -2.48564  -0.0282
31 H -0.03544 1.29764 -4.16606  -0.0017
32 H -1.20422 1.38208 -5.48655  0.0009
33 H -0.54147 -0.22260 -5.02186  0.0013
34 C 1.91158 -1.49567 2.14460  0.0021
35 N 0.46623 -1.72327 1.99533  0.0110
36 O -0.17429 -2.29600 2.93028  0.0201
37 O -0.09285 -1.18255 1.01882  -0.0253
38 H 2.18276 -2.31950 2.80480  0.0001
39 H 2.13348 -0.50192 2.53359  0.0002
40 H 2.47559 -1.63628 1.22252  0.0002

Calculated values
- DFT total energy: -3258.3028 Ha
- Molar mass: 518.0 g/mol
- Multiplicity: 5
- LUMO level (alpha / beta): 0.047 / 0.046 Ha
- Net charge: -1
- Orbital gap (alpha / beta): 6.56 / 6.59 eV

=====

ORCA calculation (ωB97M-V/def2-TZVPD) on a molecular structure, C7H9BF2IN2OTi.

Last column: Löwdin charge in e.
Cartesian coordinates (Å):
1 Ti 1.77503 -0.33443 0.06961  0.5567
2 F 4.28528 -0.21255 0.06520  0.1011
3 B 3.68043 -0.83280 -0.98250  -0.5864
4 F 4.42073 -1.36045 -1.90479  0.2384
5 N -4.35230 -0.84592 -0.57204  0.1747
6 C -3.02000 -0.74672 -0.61229  -0.2803
7 C -2.37607 0.49889 -0.78348  0.0185
8 C -1.01288 0.54585 -0.80995  -0.1096
9 N -0.21743 -0.53234 -0.65248  -0.0885
10 C -0.83710 -1.73023 -0.50610  -0.1417
11 C -2.19139 -1.88343 -0.47922  0.0190
12 H -4.93899 -0.03753 -0.68499  0.1249
13 H -4.80458 -1.73731 -0.46556  0.1251
14 H -2.94673 1.40843 -0.90572  0.1257
15 H -0.50665 1.49182 -0.95403  0.1175
16 H -0.19369 -2.59287 -0.39039  0.0955
17 H -2.61524 -2.86947 -0.35239  0.1273
18 C 2.42185 2.48477 1.88591  -0.0076
19 C 2.09484 1.46063 0.88398  -0.3723
20 O 1.86279 1.66589 -0.31740  -0.0431
21 H 2.35175 3.49197 1.47898  0.1014
22 H 3.43705 2.28192 2.23881  0.1124
23 H 1.77209 2.35461 2.75282  0.1040
24 I 1.91122 -1.96874 1.99800  0.4876

Calculated values
- DFT total energy: -1828.5559 Ha
- Molar mass: 360.7 g/mol
- Multiplicity: 1
- LUMO level: -0.156 Ha
- Net charge: +1
- Orbital gap: 8.64 eV

=====

ORCA calculation (ωB97M-V/def2-TZVPD) on C7H9BO2 in the gas phase in a non-equilibrium geometry.

Last column: Mulliken spin population.
Cartesian coordinates (Å):
1 B -1.78813 -0.30601 0.07632  0.0406
2 C 1.83591 -1.44812 -0.37492  0.4901
3 C 2.58424 -0.37114 -0.05889  0.5188
4 C 0.40664 -1.61882 -0.15753  -0.0602
5 C 2.13969 0.86477 0.57783  -0.0838
6 C -0.31193 -0.60710 0.29305  0.4356
7 C 0.84129 1.15390 0.77467  0.5108
8 C -2.27003 0.66792 -1.07212  0.0102
9 O -2.58737 -1.09029 0.84279  0.0009
10 O 0.27123 2.28568 1.23297  0.0243
11 H 2.28695 -2.24906 -0.90727  0.0464
12 H 3.68867 -0.31386 -0.34558  0.0259
13 H -0.15833 -2.52711 -0.38396  0.0026
14 H 2.94853 1.47698 0.95504  0.0006
15 H -2.55929 0.06592 -1.86533  -0.0004
16 H -1.42589 1.26811 -1.44497  -0.0013
17 H -3.08719 1.38009 -1.08994  0.0045
18 H -3.46097 -1.31610 0.83044  0.0060
19 H 0.64599 2.68422 2.11739  0.0285

Calculated values
- DFT total energy: -447.2481 Ha
- Molar mass: 136.0 g/mol
- Multiplicity: 3
- LUMO level (alpha / beta): 0.018 / -0.070 Ha
- Orbital gap (alpha / beta): 5.50 / 7.07 eV

=====

ORCA calculation (ωB97M-V/def2-TZVPD) on C7H9BO2S in the gas phase in a non-equilibrium geometry.

Last column: Löwdin charge in e.
Cartesian coordinates (Å):
1 B -0.77112 2.16688 -0.33617  -0.6801
2 C -2.98525 0.74702 -0.66801  -0.3683
3 C -1.93049 -1.40196 0.08687  -0.4257
4 C -1.64817 0.85087 -0.55326  -0.1048
5 C -0.99653 -0.52006 -0.09574  -0.2529
6 C 1.47816 -0.37856 -0.54831  0.0697
7 C 0.38664 -0.90132 0.09594  -0.2938
8 C 0.60753 -1.95940 1.17048  -0.0563
9 O -1.33826 3.29438 -0.91440  0.1250
10 O 0.16238 2.07913 0.59683  0.1971
11 S -3.50559 -0.84222 -0.22452  0.9807
12 H -3.73676 1.51110 -1.03251  0.1094
13 H -1.86020 -2.44710 0.51237  0.1029
14 H 2.47468 -0.69959 -0.45826  0.0425
15 H 1.28895 0.23110 -1.42049  0.0629
16 H 0.01295 -1.85022 2.05193  0.0741
17 H 0.11037 -2.88092 0.79274  0.0809
18 H 1.61815 -2.17104 1.37848  0.0612
19 H -1.12734 4.21576 -0.55851  0.1380
20 H 0.91952 2.69625 0.59027  0.1374

Calculated values
- SMILES string: C=C(C)c1cscc1B(O)O
- DFT total energy: -845.6982 Ha
- Molar mass: 168.0 g/mol
- Multiplicity: 1
- LUMO level: 0.011 Ha
- Orbital gap: 8.50 eV